C63H149N10O11Y | the ωB97M-V functional and the def2-TZVPD basis

Structure (XYZ):
```
234
Properties=species:S:1:pos:R:3:forces:R:3
Y -1.59741 -3.88633 -1.44699 1.3550 3.2319 1.0523
C -0.07969 -0.55311 0.90100 -0.1772 -0.0195 0.3920
C -0.18968 -0.60990 -0.61010 1.3128 0.4591 -0.0448
C 1.19729 -0.36043 -1.21703 0.0045 0.4906 0.1983
O -0.64452 -1.82931 -1.07802 -1.6009 -2.5182 -0.8166
H 0.57834 -1.33990 1.29097 -0.1544 -0.0021 -0.1987
H -1.06455 -0.64693 1.36906 0.0622 0.0153 -0.0426
H 0.34187 0.39772 1.23748 -0.0614 0.0565 -0.1142
H -0.80005 0.26307 -0.90743 -0.3737 -0.3759 -0.1243
H 1.58475 0.62942 -0.95643 -0.0282 -0.0154 0.1232
H 1.14978 -0.37908 -2.30742 0.0732 -0.2994 -0.0582
H 1.90455 -1.09951 -0.82963 0.0116 -0.0306 -0.2473
C -0.18697 1.61390 -4.61635 0.8018 0.3178 -0.9160
C -1.04716 0.37089 -4.91588 0.5566 1.6517 1.3353
C -0.16363 -0.71465 -5.47053 -0.6477 -0.1240 -0.0359
O 0.29524 -0.30544 -6.70934 0.0431 0.1650 -0.5039
C 1.12265 -1.27890 -7.31632 -0.0723 0.1204 0.5541
N -1.73460 -0.08135 -3.67058 0.3487 -0.1623 -0.0947
H 0.64121 1.39928 -3.93204 -0.3560 -0.0467 0.4023
H -0.75364 2.49233 -4.30589 -0.1582 -0.2429 0.3841
H 0.35359 1.96118 -5.51414 -0.3811 -0.3060 0.0253
H -1.76955 0.72438 -5.65664 -0.2285 -0.6497 0.0376
H -0.80031 -1.61051 -5.59194 0.3307 -0.2139 0.0870
H 0.70089 -0.92117 -4.82161 -0.2162 -0.1551 0.3422
H 2.15843 -1.16936 -6.98721 0.1167 0.1255 -0.1232
H 1.02165 -1.12457 -8.38057 0.1846 -0.3072 -0.2489
H 0.79746 -2.26927 -6.97694 -0.0465 -0.1504 -0.5116
H -1.04205 -0.19047 -2.92319 -0.0061 0.0864 -0.3223
H -2.35882 0.65613 -3.34179 -0.2321 -0.0502 -0.3483
C -3.44824 2.22762 -1.19620 -0.6727 0.9066 -0.6353
C -4.67807 1.82486 -2.00111 0.7249 -0.1701 -0.1813
C -5.90470 2.63795 -1.64102 -0.6842 -0.9365 -0.1766
O -6.96989 2.09113 -2.41776 0.0937 0.1166 0.0243
C -8.17261 2.79442 -2.23530 -0.4893 0.7532 0.5509
N -4.32543 1.83175 -3.42093 -0.4531 0.0346 -1.0850
H -3.14267 3.20538 -1.58953 0.2368 -0.0667 0.1489
H -2.62948 1.53293 -1.36011 0.0641 -0.0827 0.3469
H -3.71709 2.39152 -0.15910 0.3504 -0.3036 0.2115
H -4.89197 0.76383 -1.82013 -0.2582 0.1200 0.2924
H -5.77674 3.70955 -1.83354 0.0576 0.0000 0.0060
H -6.19514 2.46057 -0.59566 0.3774 0.3615 0.1420
H -9.01466 2.23118 -2.62858 0.2084 -0.0711 -0.3776
H -8.11927 3.79680 -2.68298 -0.0791 -0.2198 -0.2066
H -8.42914 2.97924 -1.17532 0.3881 -0.2702 -0.0711
H -4.12224 2.74514 -3.83533 0.1373 0.0314 0.7338
H -5.14299 1.54586 -3.96557 0.1845 -0.1656 0.2731
C 0.10451 3.78352 7.73578 0.4725 -0.7576 0.2515
C -0.29230 3.41868 6.31092 -1.5937 0.2701 0.7724
C 0.85345 2.88256 5.51235 0.6804 0.4291 1.1194
O 0.49305 2.76990 4.17125 0.3345 0.0371 -0.7595
C 1.59248 2.47758 3.31577 -0.0660 -0.5781 0.2178
N -1.43118 2.43926 6.33675 1.0077 0.1449 -1.1180
H 0.92231 4.50882 7.76950 -0.2652 0.1336 -0.0556
H 0.45730 2.89766 8.27878 -0.0146 -0.0107 -0.1808
H -0.75093 4.13101 8.31102 -0.0330 0.2927 -0.1447
H -0.60493 4.36668 5.83397 0.1239 -0.2971 -0.0515
H 1.24314 1.94282 5.92771 -0.3114 -0.0357 -0.0693
H 1.66099 3.61963 5.63885 0.0771 -0.0631 -0.2812
H 2.50669 3.05099 3.51626 -0.3819 0.3730 0.1293
H 1.23149 2.69113 2.31392 0.2533 -0.2048 -0.1659
H 1.88520 1.42573 3.44097 -0.2298 0.2797 -0.3025
H -2.30235 2.88244 6.61340 0.2141 0.1986 0.1258
H -1.57629 2.20217 5.34178 -0.1596 0.1865 0.7248
C -5.36346 -1.71215 -0.26151 0.1609 1.0696 0.7159
C -3.97858 -2.28681 -0.25679 1.2541 -0.4412 -0.6240
C -3.37121 -2.54804 1.11453 -1.4548 -0.0493 0.5025
O -2.12060 -3.23439 1.02200 -0.6825 0.6969 -1.1444
C -1.49703 -3.28462 2.27451 -0.1673 -0.5622 1.5704
N -3.87160 -3.61526 -0.97342 -1.2324 -0.2255 1.3577
H -6.09536 -2.27631 0.31441 -0.0355 -0.2732 -0.2162
H -5.69989 -1.47074 -1.26825 -0.1411 -0.3407 -0.0719
H -5.28121 -0.73463 0.23307 -0.1633 -0.1033 -0.0355
H -3.28917 -1.60823 -0.78493 -0.2163 0.0462 0.0655
H -4.04804 -3.21194 1.69310 0.0200 0.1119 -0.2047
H -3.39570 -1.60794 1.68275 0.8400 -0.0732 -0.1067
H -2.25036 -3.55797 3.02725 0.0706 -0.0998 -0.0316
H -1.07183 -2.34505 2.62333 0.0384 0.1448 -0.4477
H -0.74032 -4.06144 2.28561 0.1109 0.0671 -0.2275
H -4.64616 -3.73283 -1.62654 0.3689 0.1654 -0.1716
H -4.13541 -4.26146 -0.21118 0.1668 -0.0875 -0.5585
C -1.72349 -7.89306 1.01268 0.7652 -0.2796 -0.2117
C -1.43243 -6.47678 0.54463 0.0431 0.4015 0.3553
C 0.04733 -6.13532 0.43231 0.7293 -0.3362 0.5384
O 0.17642 -4.75164 0.06915 -0.3097 -0.3152 -1.1200
C 1.49560 -4.14388 0.18116 -0.2725 1.1849 0.4577
N -2.09911 -6.13045 -0.73855 -0.2517 -1.0184 -0.2135
H -2.77163 -8.07499 1.24323 -0.0646 0.1833 -0.1147
H -1.14921 -8.12219 1.91274 -0.0783 0.0703 0.0118
H -1.39479 -8.61049 0.25081 -0.1410 0.0179 0.0833
H -1.83997 -5.76401 1.27051 -0.0306 -0.1193 -0.0379
H 0.59404 -6.79600 -0.25924 -0.2566 0.2307 -0.2553
H 0.55272 -6.29967 1.39173 -0.2693 0.1109 0.0728
H 1.54010 -3.55747 1.11063 -0.0761 -0.8975 -0.2427
H 1.58177 -3.34738 -0.56501 -0.1249 -0.5200 -0.3440
H 2.31833 -4.84975 0.10933 -0.1788 -0.2395 -0.0417
H -3.08193 -6.40969 -0.64298 0.2018 0.4024 -0.0780
H -1.79347 -6.75744 -1.49985 0.1833 0.0943 0.5120
C -3.88136 -2.36578 -5.39267 -0.4555 0.9415 0.4858
C -3.63760 -3.15206 -4.11020 0.8190 -1.1313 -0.4568
C -3.60020 -4.64980 -4.40637 0.0704 0.2270 0.1089
O -3.31527 -5.46601 -3.23036 -0.3638 0.3147 -0.8968
C -3.49292 -6.85370 -3.60629 -0.0363 0.3617 0.6326
N -2.30847 -2.84870 -3.52014 0.1438 0.3192 0.1330
H -3.84556 -1.30555 -5.11141 0.1229 -0.0953 -0.1621
H -4.89001 -2.50758 -5.78500 0.1110 -0.3082 -0.0681
H -3.14181 -2.51194 -6.17879 0.0483 -0.2934 0.0711
H -4.45076 -2.95731 -3.41180 0.1805 0.2897 0.1214
H -2.77014 -4.81570 -5.11183 -0.4067 -0.1327 -0.1643
H -4.56545 -4.92751 -4.84064 0.2078 -0.3124 -0.0245
H -3.42104 -7.42303 -2.68067 0.1991 -0.2133 -0.1815
H -2.74565 -7.15369 -4.34196 0.0185 -0.0775 0.0677
H -4.49442 -7.03858 -3.99652 0.0187 0.1962 -0.1187
H -1.61944 -3.11138 -4.24082 -0.2534 0.2010 0.1461
H -2.17271 -1.78529 -3.45953 -0.1065 -0.3865 -0.1404
C 5.88926 -2.21828 5.77339 1.2265 0.2302 0.0506
C 4.41778 -2.21558 5.43512 -0.6510 -1.4034 0.6266
C 3.87161 -0.82262 5.61024 0.1782 1.6225 0.4558
C 2.46512 -0.66272 5.08517 0.2237 0.2248 -0.2924
C 2.57139 -0.89214 3.58087 -1.0212 0.2715 0.7478
C 3.06883 -2.29228 3.26196 -0.9434 -0.2944 -0.6887
N 4.22179 -2.63359 4.04945 1.2417 1.1638 -0.5363
O 4.75809 -3.90750 3.74249 -0.5394 -0.0160 0.1121
C 1.91436 -3.28580 3.44214 -0.2878 -0.4395 -0.0343
C 3.49430 -2.25030 1.80661 0.2584 0.7490 -1.0991
C 3.67970 -3.17393 6.41173 0.4588 -0.3508 -0.5123
H 6.46333 -3.06174 5.38578 -0.3834 -0.1207 -0.1386
H 6.08050 -2.23823 6.84863 -0.2937 0.1376 -0.0001
H 6.37825 -1.31539 5.39219 -0.0893 -0.0678 -0.0740
H 3.99464 -0.45581 6.63813 -0.2296 -0.6523 0.1323
H 4.49181 -0.08018 5.08356 0.0476 -0.3823 -0.2897
H 2.03608 0.32451 5.27071 0.3289 -0.0716 0.0901
H 1.76040 -1.35346 5.55307 0.0577 -0.1239 -0.1135
H 3.18826 -0.13899 3.08789 0.2922 -0.0170 0.2782
H 1.55707 -0.71903 3.20117 0.1628 -0.4557 -0.4415
H 1.00470 -3.02037 2.88483 0.4611 0.2301 0.0252
H 2.25358 -4.25882 3.06949 -0.1296 -0.0754 0.3747
H 1.59563 -3.35903 4.48093 0.1915 -0.1709 0.0568
H 2.72089 -1.89829 1.10496 -0.1952 -0.1991 0.4750
H 4.23034 -1.44522 1.70470 0.3433 -0.4141 0.0620
H 3.88625 -3.18000 1.38759 0.1191 0.0016 0.2717
H 4.13011 -3.03574 7.39122 -0.4864 -0.0831 0.2618
H 3.83204 -4.21309 6.10281 0.3002 0.0972 0.0719
H 2.59869 -3.05337 6.39951 0.0107 0.3294 0.3338
H 5.47772 -3.74836 3.11338 -0.1142 0.1760 0.2964
C -0.25005 4.62459 -0.59655 -0.5343 -0.7404 0.3124
C 1.17952 5.04674 -0.22046 -0.4741 0.5511 0.1749
C 2.15244 3.87750 -0.26338 0.0858 -0.5669 -1.0731
C 2.63400 3.53702 -1.67785 -0.0488 -0.1810 0.0347
C 3.24136 4.76340 -2.33458 0.1635 -0.0171 1.0274
C 2.25425 5.92835 -2.38417 0.2655 0.5338 -0.9894
N 1.66803 6.12704 -1.07196 1.0752 0.0835 0.9887
O 0.80553 7.24550 -1.03157 -0.3403 -0.2075 -0.1358
C 3.08883 7.18069 -2.67986 -0.3556 0.1230 -0.3345
C 1.22154 5.70336 -3.49407 -0.7556 0.0026 0.4248
C 1.14800 5.55912 1.21856 -0.3565 0.7163 1.0510
H -0.43114 4.58545 -1.66864 0.0868 -0.0033 -0.0209
H -0.99629 5.27812 -0.14416 0.1268 0.3003 -0.2314
H -0.49818 3.63867 -0.17220 0.1896 0.0578 -0.1074
H 3.04650 4.03700 0.34132 -0.1848 0.2038 0.2656
H 1.60138 2.99911 0.08719 0.2103 0.0685 0.4030
H 1.78698 3.15116 -2.25717 0.0913 -0.0492 -0.1000
H 3.38114 2.74071 -1.59152 -0.0908 -0.0330 -0.1922
H 3.69417 4.56866 -3.30598 -0.3012 -0.0009 -0.1829
H 4.06888 5.09102 -1.68986 -0.0090 -0.0778 -0.0634
H 2.45552 8.06856 -2.70703 0.0755 0.0020 0.1223
H 3.85436 7.27922 -1.91285 0.0351 0.1708 0.0070
H 3.56180 7.11700 -3.66222 0.0728 -0.1457 0.0602
H 0.39347 6.41556 -3.41133 0.2676 0.1665 -0.0184
H 1.64226 5.78461 -4.49419 0.1062 -0.1458 0.0063
H 0.74552 4.73192 -3.33979 0.1836 -0.1378 -0.4003
H 0.22049 6.07776 1.48211 -0.0404 -0.0407 -0.3451
H 1.92490 6.29448 1.45292 0.2565 -0.2927 -0.3443
H 1.22699 4.77784 1.97699 0.0560 -0.2066 -0.2577
H 1.25473 7.90539 -0.48555 0.0589 -0.2191 -0.1204
C 5.84576 1.15414 -4.26041 -0.3543 0.2952 -0.5312
C 5.64781 -0.34651 -4.23389 -0.5085 -1.2760 0.5150
C 6.83604 -1.07282 -4.86707 -0.4729 0.5001 -0.3762
C 6.77749 -2.57121 -4.71294 0.7853 -1.1274 0.1416
C 6.73981 -2.92943 -3.22918 0.4028 0.0128 -0.0295
C 5.66976 -2.18016 -2.43242 -0.3502 -0.3957 -0.4326
N 5.59283 -0.79128 -2.83982 1.7336 0.5743 0.0612
O 4.68821 -0.05424 -2.08922 -1.1198 -0.1916 -0.1799
C 4.33433 -2.90861 -2.59500 -1.4755 -0.7631 0.7150
C 6.02245 -2.25682 -0.96418 0.3919 0.4259 0.7644
C 4.37435 -0.72095 -5.00634 -0.4531 1.0534 -0.3503
H 6.44356 1.50066 -3.42566 0.2414 -0.0309 -0.0103
H 4.88713 1.67740 -4.22898 0.0126 -0.0122 0.1693
H 6.29597 1.42376 -5.21981 0.1602 0.0937 0.1593
H 6.81115 -0.79311 -5.92515 0.3910 0.0060 0.0675
H 7.72823 -0.67314 -4.37810 0.1417 -0.1149 -0.2382
H 7.69405 -3.02677 -5.11353 -0.0034 0.2846 0.0265
H 6.01946 -3.10321 -5.29958 -0.3864 0.5250 0.1844
H 7.73505 -2.73259 -2.81266 -0.1589 0.3727 0.0411
H 6.61850 -4.00233 -3.04817 -0.2507 0.0340 -0.1949
H 4.26354 -3.69752 -1.82736 0.2232 -0.0830 -0.3541
H 3.44411 -2.30669 -2.33930 0.3836 0.3019 -0.1397
H 4.09372 -3.37690 -3.55226 0.4547 0.1336 -0.1267
H 6.93321 -1.71769 -0.69000 0.0129 0.1335 -0.4466
H 5.23303 -1.79125 -0.37268 -0.0665 -0.3462 0.1020
H 6.21405 -3.29325 -0.67650 -0.3623 -0.0257 0.0660
H 4.18951 -1.78291 -5.10855 0.1615 -0.1435 -0.1059
H 4.45027 -0.23736 -5.98822 -0.0471 -0.3674 -0.0814
H 3.46951 -0.25567 -4.58175 0.1754 -0.1243 0.1947
H 3.81181 -0.26590 -2.47943 0.1992 0.2854 0.4158
C -4.12638 4.40878 1.95833 -0.7433 -0.4849 -0.6568
C -3.42622 4.05940 3.26165 0.3951 1.3505 0.7915
C -4.37040 4.26595 4.44384 -1.4762 0.3752 -0.0657
C -5.41008 3.15036 4.53724 0.5796 -0.1151 -0.1517
C -4.68844 1.81299 4.60175 -0.3438 -0.1925 -0.4154
C -3.64637 1.55469 3.47611 -0.4196 0.2867 0.8075
N -2.81112 2.75388 3.39976 0.5453 -0.2919 -0.0691
O -1.74010 2.63950 2.44487 -0.3339 -0.5933 0.2244
C -2.80631 0.38499 3.98769 -0.4333 -0.5151 -0.2292
C -4.33236 1.12803 2.17588 0.3092 0.1578 -0.5133
C -2.32804 5.11550 3.42151 0.3297 0.5716 -0.1610
H -4.41833 5.45942 1.95999 0.2294 0.0644 0.0351
H -5.06333 3.86292 1.79520 0.1329 0.0232 0.0989
H -3.49233 4.22217 1.08852 0.1196 0.0789 0.1278
H -3.86306 4.45527 5.39376 0.3091 -0.4618 -0.1037
H -4.94222 5.19149 4.28048 0.3232 -0.0054 -0.1467
H -6.05851 3.18391 3.65522 0.0026 0.0194 0.0615
H -6.05298 3.27724 5.40816 0.0032 -0.0120 0.0171
H -5.43102 1.01002 4.50705 0.1929 -0.0573 0.3440
H -4.17210 1.72869 5.56008 -0.1087 -0.0622 0.0242
H -2.50936 0.50617 5.02691 0.2485 0.1342 -0.1038
H -3.47560 -0.48708 3.98688 0.2091 -0.0745 -0.0684
H -1.94476 0.17571 3.35048 0.0391 0.0556 0.0363
H -5.02233 0.28956 2.30888 0.2576 -0.1497 0.2569
H -4.93539 1.90615 1.70614 0.2046 0.0684 0.1071
H -3.51741 0.85383 1.49067 -0.3227 -0.0575 -0.1699
H -2.75196 6.07995 3.71580 -0.2371 -0.1246 -0.0065
H -1.83211 5.30816 2.46788 0.2290 -0.2169 0.1238
H -1.59285 4.86740 4.18801 -0.0478 -0.2272 -0.1962
H -0.95164 2.58231 3.02604 -0.3878 0.2131 -0.1760
```
Positions in Å, forces in eV/Å.

Charge   +2
Spin multiplicity   1
E_tot   -106198.955 eV